one:
The following is a quantum chemistry calculation of a cluster of 2 separate species, C4H10NO3 in total, from OMol25.

```
18
Properties=species:S:1:pos:R:3:mulliken_charge:R:1
C -1.471 -0.337 1.956 -1.25
C 2.199 0.089 -1.068 -1.08
C -0.803 0.390 0.790 0.71
C -1.222 -0.141 -0.565 0.31
N -1.637 0.799 -1.398 -0.51
O -1.916 0.218 -2.684 -0.45
O -1.218 1.827 0.816 -0.63
O -0.931 -1.318 -0.932 -0.85
H -1.215 0.340 2.806 0.29
H -0.803 -1.208 1.950 0.26
H -2.533 -0.593 1.618 0.32
H 2.102 0.570 -2.005 0.28
H 3.154 -0.159 -0.675 0.37
H 1.766 0.812 -0.367 0.20
H 0.250 0.428 1.016 0.06
H -1.835 1.953 0.120 0.40
H 1.652 -0.828 -0.938 0.26
H -1.490 -0.649 -2.789 0.31
```

HOMO level = -3.4 eV
Total charge = -1
Molecular weight = 120.1 g mol⁻¹

two:
The following is a quantum chemistry calculation of a cluster of 2 separate species, C4H10NO3 in total, from OMol25.

```
18
Properties=species:S:1:pos:R:3:mulliken_charge:R:1
C -1.796 0.381 1.097 -1.23
C -0.308 0.563 0.555 0.38
C 0.371 1.377 1.654 -1.35
N 0.400 -0.796 0.203 -0.27
C 1.532 -0.682 -0.677 0.42
O 2.242 -1.698 -0.790 -0.76
O 1.683 0.367 -1.309 -0.70
H -2.434 0.468 0.137 0.29
H -2.066 -0.550 1.639 0.29
H -2.219 1.183 1.706 0.36
H -0.372 0.978 -0.457 0.34
H -0.124 1.314 2.588 0.38
H 0.244 2.495 1.435 0.26
H 1.424 1.254 1.643 0.42
H 0.340 -1.481 0.944 0.21
H 0.881 -1.474 -3.971 0.29
H -0.047 -1.716 -2.799 0.30
O 0.247 -1.983 -3.598 -0.61
```

HOMO level = -3.9 eV
Total charge = -1
Molecular weight = 120.1 g mol⁻¹

three:
The following is a quantum chemistry calculation of a cluster of 2 separate species, C4H10NO3 in total, from OMol25.

```
18
Properties=species:S:1:pos:R:3:mulliken_charge:R:1
C 1.581 2.300 1.360 -1.10
C 1.297 0.680 1.464 -0.38
N 1.084 0.206 0.064 -0.35
C 0.603 -1.223 0.068 -0.45
C -0.848 -1.470 -0.310 0.51
O -1.649 -0.762 -1.022 -0.78
O -1.085 -2.659 0.016 -0.73
H 2.245 2.729 2.132 0.37
H 0.540 2.694 1.071 0.25
H 2.391 2.570 0.670 0.30
H 2.206 0.105 1.799 0.39
H 0.481 0.601 2.164 0.25
H 0.505 0.898 -0.374 0.28
H 0.835 -1.754 1.035 0.29
H 1.150 -1.664 -0.819 0.17
H -1.673 1.044 -1.265 0.41
H -0.994 2.113 -2.388 0.25
O -1.150 1.859 -1.490 -0.67
```

HOMO level = -3.9 eV
Total charge = -1
Molecular weight = 120.1 g mol⁻¹

Q: Which of them is the least stable? A: one.

one:
The following is a quantum chemistry calculation of a cluster of 2 separate species, C5H7F in total, from OMol25.

```
13
Properties=species:S:1:pos:R:3:mulliken_charge:R:1
C -3.462 0.339 -0.517 -0.05
C -2.373 0.194 -0.020 -0.41
C 0.391 0.143 -1.146 -1.21
C 0.994 -0.027 1.376 -0.88
C 0.814 0.824 0.106 0.49
F 0.383 2.148 0.125 -0.29
H -4.439 0.161 -0.834 0.38
H 1.201 0.475 -1.813 0.31
H 0.302 -0.891 -1.002 0.40
H -0.506 0.574 -1.588 0.39
H 2.048 -0.081 1.785 0.29
H 0.418 0.404 2.126 0.31
H 0.645 -0.927 0.967 0.29
```

HOMO level (alpha / beta) = -11.0 / -7.5 eV
Molecular weight = 86.1 g mol⁻¹

two:
The following is a quantum chemistry calculation of the molecule C5H7F, from OMol25.

```
13
Properties=species:S:1:pos:R:3:mulliken_charge:R:1
C -1.434 0.334 0.447 -1.30
C -0.914 -0.958 -0.114 0.13
C 0.368 -1.134 -0.297 -0.52
C 1.442 -0.167 -0.052 0.51
C 1.351 1.083 -0.346 -0.85
H -0.642 0.899 0.893 0.49
H -2.076 0.845 -0.367 0.22
H -2.131 0.125 1.309 0.35
H -1.789 -1.639 -0.408 0.30
H 0.798 -2.054 -0.608 0.37
H 0.440 1.361 -0.853 0.35
H 2.053 1.995 -0.093 0.22
F 2.533 -0.691 0.490 -0.28
```

HOMO level = -9.2 eV
SMILES = C=C(F)/C=C\C
Molecular weight = 86.1 g mol⁻¹

three:
The following is a quantum chemistry calculation of the molecule C5H7F, from OMol25.

```
13
Properties=species:S:1:pos:R:3:mulliken_charge:R:1
C 2.235 0.403 -0.025 -0.16
C 0.934 0.603 -0.018 -0.47
C -0.116 -0.448 0.025 0.09
C -1.421 -0.248 -0.784 -0.62
C -1.397 -0.178 0.761 -0.57
H 3.041 1.153 -0.053 0.34
H 0.598 1.590 -0.028 0.27
H 0.296 -1.466 0.036 0.36
H -1.540 0.739 -1.209 0.27
H -1.868 -1.118 -1.215 0.27
H -1.597 0.840 1.184 0.24
H -1.880 -0.995 1.305 0.25
F 2.715 -0.874 0.021 -0.25
```

HOMO level = -9.2 eV
SMILES = F/C=C\C1CC1
Molecular weight = 86.1 g mol⁻¹

Q: Which of them is the least stable? A: one.

one:
The following is a quantum chemistry calculation of a cluster of 2 separate species, C3H8S2 in total, from OMol25.

```
13
Properties=species:S:1:pos:R:3:mulliken_charge:R:1
C -1.316 -1.784 1.036 -0.61
C -0.135 -2.052 0.492 -0.46
H -1.478 -1.791 2.106 0.25
H -2.099 -1.262 0.504 0.25
H 0.531 -2.706 1.049 0.23
H 0.052 -1.890 -0.556 0.35
C 0.055 2.449 -0.459 -0.73
S 0.493 1.220 -1.723 -0.06
S 2.299 0.480 -1.161 -0.17
H 0.383 2.179 0.542 0.28
H 0.390 3.445 -0.713 0.31
H -1.030 2.384 -0.480 0.25
H 1.854 -0.672 -0.635 0.12
```

HOMO level = -9.0 eV
SMILES = C=C.CSS
Molecular weight = 108.2 g mol⁻¹

two:
The following is a quantum chemistry calculation of a cluster of 2 separate species, C3H8S2 in total, from OMol25.

```
13
Properties=species:S:1:pos:R:3:mulliken_charge:R:1
C -2.412 -0.105 0.720 -0.45
C -3.027 0.995 0.319 -0.52
H -2.553 -1.048 0.194 0.18
H -1.828 -0.252 1.616 0.30
H -3.408 1.099 -0.685 0.24
H -3.055 1.928 0.878 0.26
C 0.757 1.537 -0.626 -0.79
S 0.798 0.151 0.586 -0.06
S 1.520 -1.345 -0.710 -0.19
H -0.120 2.130 -0.385 0.27
H 0.531 1.112 -1.610 0.29
H 1.774 1.907 -0.696 0.33
H 0.968 -2.311 0.062 0.14
```

HOMO level = -8.2 eV
SMILES = C=C.CSS
Molecular weight = 108.2 g mol⁻¹

three:
The following is a quantum chemistry calculation of the molecule C3H8S2, from OMol25.

```
13
Properties=species:S:1:pos:R:3:mulliken_charge:R:1
C 0.415 0.539 -0.410 -0.14
C 1.646 -0.274 -0.800 -1.17
C -0.850 -0.327 -0.335 -0.86
S -2.198 0.470 0.561 -0.07
S -1.789 -0.295 2.425 -0.20
H 0.550 1.008 0.563 0.30
H 0.240 1.352 -1.114 0.27
H 2.075 -0.775 0.067 0.31
H 2.433 0.340 -1.241 0.34
H 1.368 -1.068 -1.497 0.31
H -1.190 -0.479 -1.358 0.35
H -0.621 -1.320 0.056 0.41
H -2.080 0.829 3.083 0.16
```

HOMO level = -8.3 eV
SMILES = CCCSS
Molecular weight = 108.2 g mol⁻¹

four:
The following is a quantum chemistry calculation of the molecule C3H8S2, from OMol25.

```
13
Properties=species:S:1:pos:R:3:mulliken_charge:R:1
C 1.196 0.357 -0.282 -0.69
C 0.017 -0.380 -0.010 -0.73
C -1.180 0.678 0.103 -0.29
H 2.185 -1.277 0.492 0.11
H 1.012 1.047 -1.178 0.29
H 1.566 0.993 0.491 0.30
H -0.383 -1.164 -0.954 0.35
H 0.027 -0.943 0.855 0.43
H -1.113 1.647 -0.473 0.35
H -1.399 1.203 1.088 0.30
H -2.096 -1.658 0.278 0.15
S 2.808 -0.223 -0.164 -0.26
S -2.641 -0.281 -0.245 -0.30
```

HOMO level = -8.5 eV
SMILES = SCCCS
Molecular weight = 108.2 g mol⁻¹

Q: Which of them is the least stable? A: four.

one:
The following is a quantum chemistry calculation of the molecule C8H10N2O3S, from OMol25.

```
24
Properties=species:S:1:pos:R:3:mulliken_charge:R:1
C 1.585 2.216 0.822 -0.24
C 2.808 1.660 0.358 -0.75
C 0.440 1.518 1.094 -0.43
C 2.767 0.281 0.152 -0.37
C 0.442 0.160 0.851 -0.08
C 1.599 -0.453 0.427 0.15
C -1.740 -0.794 0.049 0.70
C -1.466 -0.323 -1.335 -1.26
N -2.387 -1.990 0.233 -0.59
N -0.661 -0.673 1.143 1.24
O -1.907 0.086 1.161 -0.58
O -0.543 -1.713 1.815 -0.87
O 2.679 -2.666 -0.723 -0.64
S 1.523 -2.310 0.078 0.41
H 1.550 3.329 0.930 0.29
H 3.668 2.217 0.124 0.47
H -0.415 2.019 1.622 0.38
H 3.621 -0.269 -0.284 0.41
H -1.995 0.577 -1.493 0.34
H -1.781 -1.138 -1.954 0.37
H -0.471 0.002 -1.536 0.35
H -2.293 -2.317 1.251 0.29
H -2.208 -2.678 -0.487 0.21
H 1.915 -2.329 1.462 0.18
```

HOMO level = -8.8 eV
Molecular weight = 214.2 g mol⁻¹

two:
The following is a quantum chemistry calculation of a cluster of 2 separate species, C8H10N2O3S in total, from OMol25.

```
24
Properties=species:S:1:pos:R:3:mulliken_charge:R:1
C -1.000 -2.517 -1.722 -0.61
C 0.204 -2.925 -1.142 -0.47
C -1.819 -1.470 -1.181 -0.70
C 0.763 -2.044 -0.203 -0.47
C -1.206 -0.648 -0.229 -0.05
C 0.042 -0.965 0.274 0.21
C -3.436 0.550 2.801 0.56
C 0.852 2.237 0.290 -0.84
N 1.682 1.191 0.808 -0.26
N -2.630 1.216 3.373 -0.54
O -4.362 0.053 2.311 -0.45
O 1.825 -0.798 2.162 -0.72
O -0.197 0.681 2.326 -0.69
S 0.806 -0.003 1.560 1.24
H -1.470 -3.293 -2.266 0.35
H 0.763 -3.820 -1.473 0.36
H -2.768 -1.098 -1.508 0.40
H 1.694 -2.157 0.244 0.52
H -1.756 0.247 0.033 0.41
H -1.663 1.165 3.297 0.54
H 0.291 1.788 -0.463 0.33
H 0.152 2.535 1.167 0.22
H 1.440 2.974 -0.105 0.41
H 2.604 1.036 0.541 0.24
```

HOMO level = -9.8 eV
SMILES = CNS(=O)(=O)c1ccccc1.N=C=O
Molecular weight = 214.2 g mol⁻¹

Q: Which of them is the least stable? A: one.